Entry 1:
Here is a 13-piece molecular cluster, C28H40F4N13O2 overall from the Open Molecules 2025 dataset. Energies are from wB97M-V/def2-TZVPD.

Geometry as XYZ:
```
87
Properties=species:S:1:pos:R:3
C 1.478 -2.247 0.727
N 0.108 -2.572 0.260
C -0.920 -1.909 1.015
F -0.801 -2.066 2.364
C -1.113 -0.391 0.643
O -1.209 -0.046 -0.563
O -1.209 0.467 1.562
C -2.286 -2.619 0.640
F -3.297 -2.261 1.444
F -2.612 -2.477 -0.655
F -2.093 -3.976 0.802
H 1.587 -2.072 1.818
H 1.948 -1.419 0.160
H 2.100 -3.139 0.497
H 0.031 -2.163 -0.676
C 0.269 0.872 -3.738
C 1.247 -0.170 -4.068
N 1.988 -1.023 -4.295
H 0.053 0.849 -2.668
H 0.662 1.850 -4.002
H -0.653 0.698 -4.290
C 0.374 3.226 3.045
C 1.316 2.141 2.755
N 2.045 1.283 2.524
H 0.138 3.237 4.108
H 0.814 4.183 2.766
H -0.544 3.071 2.478
C -1.436 -5.054 -3.413
C -0.908 -3.720 -3.107
N -0.496 -2.675 -2.868
H -2.438 -4.968 -3.831
H -0.790 -5.552 -4.134
H -1.480 -5.649 -2.502
C 2.115 4.597 -4.951
C 0.738 4.438 -5.431
N -0.341 4.313 -5.803
H 2.364 5.655 -4.886
H 2.213 4.146 -3.965
H 2.805 4.109 -5.638
C -4.608 1.645 1.199
C -3.999 2.739 1.972
N -3.534 3.602 2.573
H -4.020 1.452 0.302
H -4.638 0.738 1.799
H -5.623 1.919 0.912
C 3.654 -0.474 5.759
C 3.286 -1.305 4.594
N 3.000 -1.943 3.678
H 4.695 -0.173 5.655
H 3.029 0.414 5.813
H 3.537 -1.045 6.679
C -3.111 3.675 -2.470
C -1.651 3.651 -2.610
N -0.509 3.632 -2.707
H -3.567 3.065 -3.248
H -3.396 3.281 -1.496
H -3.475 4.697 -2.560
C -3.728 6.632 -0.099
C -5.122 6.466 -0.547
N -6.211 6.342 -0.893
H -3.486 7.691 -0.031
H -3.597 6.172 0.881
H -3.050 6.157 -0.805
C -0.818 -1.645 5.614
C 0.000 -0.940 6.616
N 0.669 -0.392 7.374
H -0.376 -1.516 4.641
H -0.873 -2.675 5.881
H -1.825 -1.226 5.607
C 0.060 -5.631 3.057
C -0.391 -4.407 3.726
N -0.745 -3.437 4.234
H 0.901 -5.403 2.403
H 0.371 -6.367 3.797
H -0.753 -6.043 2.461
C 1.440 -1.960 -7.638
C 1.120 -2.763 -8.827
N 0.870 -3.391 -9.757
H 2.470 -1.613 -7.692
H 0.777 -1.099 -7.583
H 1.316 -2.561 -6.739
C 6.746 -1.489 1.964
C 6.688 -0.722 3.214
N 6.643 -0.121 4.191
H 6.052 -1.065 1.241
H 7.755 -1.454 1.556
H 6.472 -2.525 2.155
```

charge: -1
lowest unoccupied orbital energy: 2.23 eV
energy: -2352.6570 Ha
gap between HOMO and LUMO: 0.2694 Eh

Entry 2:
Here is one molecule with the formula C5H13NS from the Open Molecules 2025 dataset. Energies are from wB97M-V/def2-TZVPD.

Geometry as XYZ:
```
20
Properties=species:S:1:pos:R:3
C -0.820 1.285 -0.050
C 0.322 1.305 -1.079
C 1.647 0.590 -0.651
S 1.941 0.174 1.121
C -1.270 -0.099 0.429
N -1.825 -0.888 -0.677
C -2.007 -2.294 -0.285
H -1.669 1.746 -0.558
H -0.625 1.991 0.760
H 0.643 2.327 -1.284
H -0.155 0.784 -1.910
H 1.575 -0.392 -1.113
H 2.554 1.087 -0.975
H 2.362 1.427 1.415
H -0.528 -0.691 0.967
H -2.041 0.053 1.195
H -1.273 -0.795 -1.518
H -1.059 -2.811 -0.136
H -2.509 -2.764 -1.133
H -2.558 -2.299 0.651
```

charge: 0
relative energy (zero: lowest compared OMol25 entry of this formula, charge and spin): 21.2 kcal/mol
lowest unoccupied orbital energy: 0.82 eV
energy: -651.2101 Ha
SMILES: CNCCCCS
gap between HOMO and LUMO: 0.3416 Eh

Look up the energy of the second one.
-651.2101 Ha

energy of number 2 (C5H13NS)?
-651.2101 Ha

What is the formula in the first record?
C28H40F4N13O2

Look up the energy of the first one.
-2352.6570 Ha